Record 1
Molecular formula: C34H32BiClF6N3O2Te
Method: DFT, ωB97M-V/def2-TZVPD

```
80
Properties=species:S:1:pos:R:3:forces:R:3
Bi -0.47546 0.38147 -0.18986 0.3 -0.2 0.1
Cl 5.24670 6.23214 1.60780 0.0 0.0 0.0
C 3.92927 5.26715 0.97769 0.2 0.1 0.1
C 2.76806 5.87824 0.53658 -0.1 0.2 0.0
C 1.71879 5.12238 0.07171 0.1 0.1 -0.1
C 1.77547 3.71558 0.06171 0.0 -0.4 0.0
O 0.74617 2.97615 -0.30659 0.7 -0.2 0.3
C 2.99690 3.09425 0.45108 -0.1 0.0 -0.1
C 3.35785 1.66424 0.42050 0.1 0.7 0.0
N 2.64861 0.61341 0.35491 0.1 -0.5 0.0
C 3.37655 -0.58503 0.58554 -0.3 0.1 0.1
C 4.31873 -0.66911 1.58426 0.0 0.0 0.1
C 4.99973 -1.87182 1.86985 0.0 0.2 0.1
C 4.72698 -3.00516 1.17138 -0.1 -0.1 -0.1
C 3.73697 -2.97809 0.15917 0.0 0.1 0.0
C 3.37619 -4.12922 -0.57461 0.2 -0.1 0.2
C 2.39817 -4.05306 -1.51126 -0.2 0.1 -0.2
C 1.76321 -2.80590 -1.72534 0.1 -0.1 0.0
N 2.07567 -1.71419 -1.08140 -0.1 0.0 0.1
C 3.04994 -1.77683 -0.13826 0.0 0.1 0.0
C 4.05156 3.90727 0.90256 0.0 -0.3 -0.1
H 2.68674 6.95738 0.55639 0.0 0.0 0.0
H 0.82136 5.61116 -0.28310 0.3 0.0 0.1
H 4.44470 1.53347 0.49702 0.0 0.1 0.0
H 4.51480 0.20839 2.18883 0.0 -0.1 0.0
H 5.73685 -1.88409 2.66348 0.0 0.0 0.0
H 5.23678 -3.93676 1.38889 0.0 0.0 0.0
H 3.88323 -5.06556 -0.36621 0.0 0.0 0.0
H 2.09560 -4.91871 -2.08505 0.0 0.0 0.0
H 0.96146 -2.72151 -2.44866 -0.1 0.0 -0.1
H 4.98355 3.44027 1.19775 0.0 0.0 0.0
F -0.86575 4.61587 0.23759 -0.4 0.3 0.4
Te -0.99251 3.52695 -1.32033 -1.2 -0.5 -0.3
F -1.99957 2.94872 -2.84411 -0.3 -0.1 -0.3
F 0.18883 2.58458 -2.49695 0.4 -0.4 -0.1
F -2.62510 4.48564 -1.28415 -0.2 0.3 0.3
F -0.30477 4.98072 -2.21477 0.4 0.6 -0.3
O -1.71977 2.12857 -0.35133 0.3 -0.2 0.0
C -3.68199 -4.60404 -3.09807 0.1 0.0 0.0
C -3.18573 -3.19676 -2.88258 0.0 0.0 0.0
C -3.05284 -2.32060 -3.95746 0.0 0.1 0.0
C -2.66361 -1.00155 -3.74305 0.0 -0.1 0.0
C -2.45124 -0.04314 -4.88786 -0.1 0.0 0.0
C -2.45820 -0.56224 -2.43997 -0.1 0.2 0.1
C -2.54751 -1.42708 -1.33382 0.1 0.0 -0.1
C -2.89414 -2.76053 -1.59805 0.1 -0.1 -0.1
N -2.21521 -0.96065 -0.05543 0.0 0.2 0.2
C -3.07048 -1.23414 1.13293 -0.1 0.1 -0.2
C -4.40143 -1.92705 0.78483 0.0 0.1 0.0
C -2.31228 -2.11580 2.12468 0.0 0.0 0.1
C -3.42287 0.11194 1.79251 0.1 0.1 0.0
H -3.41000 -4.97639 -4.08717 0.0 0.0 0.0
H -4.77204 -4.63908 -3.02287 0.0 0.0 0.0
H -3.28097 -5.28810 -2.34816 0.0 0.0 0.0
H -3.25862 -2.66580 -4.96703 0.0 0.0 0.0
H -3.13062 -0.25615 -5.71589 0.0 0.0 0.0
H -1.42960 -0.12865 -5.26654 0.0 0.0 0.0
H -2.59105 0.99021 -4.56697 0.0 0.0 0.0
H -2.28679 0.50496 -2.29975 0.0 -0.2 0.1
H -2.90288 -3.48544 -0.79263 0.0 0.1 0.0
H -4.29396 -3.00055 0.62813 0.0 0.1 0.0
H -4.86303 -1.49531 -0.10509 0.0 0.0 0.1
H -5.08493 -1.79104 1.62382 0.0 0.0 0.0
H -2.04715 -3.06538 1.65294 0.0 0.0 0.0
H -2.92347 -2.32232 3.00978 0.0 0.0 0.0
H -1.39705 -1.62328 2.45630 0.0 0.0 0.0
H -3.71152 0.84087 1.03267 0.0 -0.1 0.0
H -2.57453 0.52312 2.34566 0.0 0.0 -0.1
H -4.24750 -0.00905 2.49757 0.0 0.0 0.1
F 1.58877 1.98939 5.59822 0.0 0.0 0.1
C 1.05382 1.60168 4.41445 0.0 0.0 0.0
C 1.32228 0.32951 3.95602 0.0 -0.1 -0.1
C 0.78931 -0.04824 2.72806 -0.1 0.0 0.0
C -0.00607 0.81792 1.98186 -0.2 0.1 0.0
C -0.26278 2.09168 2.49164 0.0 -0.1 0.0
C 0.26653 2.49170 3.71391 0.0 0.0 0.0
H 1.94330 -0.33775 4.54050 0.0 0.0 0.0
H 1.02210 -1.04483 2.35803 0.0 0.1 0.0
H -0.87325 2.79430 1.93429 0.1 0.0 0.0
H 0.08676 3.48467 4.10691 0.0 0.0 0.0
```
Positions in Å, forces in eV/Å.

As for the total charge: -1. Its LUMO energy is 1.81 eV. Its highest occupied orbital energy is -5.2 eV. The calculation puts the largest force on an atom at 0.0261 Eh/bohr. Its HOMO-LUMO gap is 7.0 eV.

Atomic partial charges in e from the Mulliken method, atoms 1 to 4: atom 1 (Bi): 1.594, atom 2 (Cl): -0.274, atom 3 (C): -0.091, atom 4 (C): -0.864

***

Record 2
Molecular formula: C4H11N2O2
Method: DFT, ωB97M-V/def2-TZVPD

```
19
Properties=species:S:1:pos:R:3:forces:R:3
C -0.22805 -0.28413 0.04996 -1.0 -0.8 0.3
N -1.50487 -0.53432 0.67974 0.5 -0.1 -0.6
C -2.35901 -1.40511 -0.20786 0.6 -0.6 0.8
O -2.13071 -2.68470 0.02340 -0.2 0.0 -0.4
C 0.70380 0.41507 1.07599 1.4 2.3 0.4
N 1.99359 -0.11991 1.02053 -1.6 -0.1 -0.2
C 2.72255 0.42103 -0.07655 0.6 -0.5 -0.4
O -0.59817 1.93479 -1.77295 0.3 -0.2 0.1
H -0.31089 0.49826 -0.75703 -0.2 1.0 -0.4
H 0.20370 -1.17123 -0.44185 -0.1 -0.3 0.0
H -1.42149 -1.16764 1.47963 0.1 0.3 0.0
H -2.25123 -1.07356 -1.26815 0.0 0.1 0.2
H -3.35578 -1.06750 0.17096 -0.2 0.1 -0.4
H 0.25799 0.43278 2.06859 -0.1 -0.8 0.1
H 0.71409 1.46761 0.74909 -0.2 0.1 0.0
H 3.60213 -0.22697 -0.18639 -0.1 0.3 -0.5
H 2.09011 0.45679 -1.00211 0.5 0.1 0.4
H 3.11672 1.45284 0.08040 -0.6 -0.3 0.2
H -1.24446 2.65589 -1.68538 0.2 -0.5 0.2
```
Positions in Å, forces in eV/Å.

As for the total charge: -1. Its LUMO energy is 0.41 eV. Its highest occupied orbital energy is -3.6 eV. The calculation puts the largest force on an atom at 0.0519 Eh/bohr. Its HOMO-LUMO gap is 4.0 eV.

Atomic partial charges in e from the Mulliken method, atoms 1 to 4: atom 1 (C): -0.217, atom 2 (N): -0.402, atom 3 (C): -0.321, atom 4 (O): -0.767

***

Record 3
Molecular formula: C4H11N3O
Method: DFT, ωB97M-V/def2-TZVPD

```
19
Properties=species:S:1:pos:R:3:forces:R:3
C 0.37891 1.38601 -1.24036 0.1 0.0 0.0
N 0.18363 0.10093 -0.58270 -0.9 -0.1 0.5
N 1.18434 -0.82932 -0.99641 -0.1 0.1 0.2
C -1.37471 -0.51813 -0.67437 0.4 0.1 1.2
O -1.45255 -1.71677 -0.93504 0.3 0.3 -0.1
H 0.81714 -1.75200 -0.76241 -0.1 0.1 0.0
H 1.21475 -0.82864 -2.01755 -0.1 0.2 0.1
H -2.02811 0.25133 -1.12819 0.2 0.1 0.0
H 1.37579 1.76677 -1.02060 0.0 0.0 0.0
H -0.36046 2.10720 -0.89567 0.0 -0.1 0.1
H 0.25778 1.28438 -2.32342 0.0 -0.1 0.1
C 0.41255 -0.98833 1.82647 -0.2 0.0 -0.2
C -0.12193 0.25019 1.16567 1.1 0.4 -0.7
N -0.14000 1.38198 1.73302 -0.4 -0.5 -0.3
H -0.54835 2.15633 1.22385 0.2 0.0 -0.1
H -1.43749 -0.20166 0.62368 -0.4 -0.3 -0.7
H 1.50296 -0.96136 1.80812 -0.1 0.0 -0.1
H 0.07392 -0.99310 2.86162 0.0 0.1 -0.1
H 0.06185 -1.89580 1.33429 0.0 0.0 0.0
```
Positions in Å, forces in eV/Å.

As for the total charge: 0. Its LUMO energy is 0.70 eV. Its highest occupied orbital energy is -8.4 eV. The calculation puts the largest force on an atom at 0.0261 Eh/bohr. Its HOMO-LUMO gap is 9.1 eV.

Atomic partial charges in e from the Mulliken method, atoms 1 to 4: atom 1 (C): -1.141, atom 2 (N): 0.436, atom 3 (N): -0.827, atom 4 (C): -0.046